[1]
Entry from the Open Molecules 2025 dataset: C23H19MnN7O5PSe2 as an isolated structure (wB97M-V/def2-TZVPD).

```
58
Properties=species:S:1:pos:R:3:lowdin_charge:R:1
Mn -1.41 0.17 0.50 0.501
Se -4.97 0.14 7.23 1.177
N -4.44 1.45 6.13 -0.209
C -3.90 0.87 5.10 -0.334
C -3.34 1.62 3.97 -0.064
C -3.33 3.01 3.87 0.044
C -2.78 3.60 2.75 0.004
C -2.24 2.80 1.75 -0.056
N -2.24 1.48 1.85 0.010
C -2.78 0.89 2.93 -0.128
C -2.75 -0.57 2.93 -0.127
N -2.19 -1.15 1.86 0.008
C -2.15 -2.47 1.78 -0.061
C -2.66 -3.28 2.79 0.002
C -3.22 -2.69 3.90 0.044
C -3.28 -1.30 3.99 -0.064
C -3.87 -0.57 5.11 -0.334
N -4.38 -1.15 6.15 -0.210
H -3.76 3.60 4.67 0.130
H -2.76 4.68 2.64 0.122
H -1.81 3.21 0.84 0.128
H -1.69 -2.87 0.88 0.125
H -2.60 -4.35 2.69 0.121
H -3.63 -3.29 4.71 0.130
O -0.98 0.17 -5.44 0.177
C -1.19 0.16 -4.26 -0.250
C -1.09 -1.07 -3.32 -0.305
O -0.69 -2.16 -3.62 0.121
C -1.41 -0.53 -2.00 -0.296
C -1.55 0.82 -2.01 -0.287
O -1.57 1.46 -0.86 -0.123
C -1.46 1.39 -3.36 -0.288
O -1.50 2.54 -3.72 0.155
O -1.32 -1.14 -0.83 -0.150
C 4.38 -1.51 -3.08 -0.113
N 3.70 -1.50 -1.70 -0.071
C 4.38 -0.42 -0.84 -0.109
N 4.35 0.84 -1.48 -0.145
C 4.98 0.76 -2.80 -0.158
N 4.33 -0.22 -3.67 -0.146
C 2.96 0.19 -4.03 -0.291
P 1.83 0.39 -2.57 1.108
C 2.22 -1.26 -1.81 -0.264
C 2.99 1.40 -1.55 -0.309
H 3.85 -2.25 -3.68 0.146
H 5.41 -1.82 -2.91 0.144
H 3.86 -2.41 -1.26 0.180
H 5.41 -0.76 -0.69 0.144
H 3.84 -0.40 0.11 0.131
H 6.03 0.46 -2.67 0.138
H 4.95 1.74 -3.27 0.139
H 2.54 -0.54 -4.73 0.101
H 3.01 1.14 -4.57 0.101
H 1.80 -2.06 -2.42 0.100
H 1.80 -1.31 -0.80 0.029
H 2.59 1.50 -0.55 0.042
H 3.05 2.40 -1.98 0.100
Se 0.67 0.16 1.38 0.286
```

Output
spin multiplicity	4
expectation value of S²	4.175
F_max	0.65	eV/A
HOMO-LUMO gap (spin up / spin down)	6.1 / 6.7	eV
energy relative to the best compared isomer or geometry (same formula, charge and spin)	0.00	kJ/mol
net charge	+1
LUMO energy (spin up / spin down)	-4.5 / -3.9	eV

***

[2]
Entry from the Open Molecules 2025 dataset: C22H29GdN3P2 as an isolated structure in a non-equilibrium geometry (wB97M-V/def2-TZVPD).

```
57
Properties=species:S:1:pos:R:3:lowdin_charge:R:1
C -2.13 -3.63 -1.12 -0.037
C -1.52 -2.38 -1.29 -0.209
C -2.31 -1.22 -1.12 -0.195
C -3.70 -1.31 -0.71 -0.133
C -4.26 -2.61 -0.56 -0.010
C -3.48 -3.74 -0.77 -0.064
C -4.40 -0.12 -0.48 0.065
C -3.77 1.13 -0.62 -0.135
C -2.38 1.15 -1.04 -0.201
C -1.67 2.36 -1.16 -0.209
C -2.33 3.55 -0.87 -0.039
C -3.67 3.56 -0.47 -0.069
C -4.39 2.38 -0.34 -0.011
H -1.52 -4.53 -1.25 0.120
H -5.31 -2.70 -0.27 0.121
H -3.92 -4.73 -0.65 0.113
H -5.45 -0.16 -0.18 0.135
H -1.77 4.49 -0.95 0.118
H -4.16 4.51 -0.26 0.112
H -5.44 2.39 -0.02 0.121
N -1.72 -0.01 -1.30 0.122
Gd 0.62 0.06 1.53 0.788
C -0.03 -2.22 -1.57 -0.275
H 0.12 -1.35 -2.22 0.090
H 0.38 -3.11 -2.02 0.089
C -0.19 2.29 -1.53 -0.288
H -0.05 1.49 -2.27 0.094
H 0.16 3.24 -1.91 0.087
P 0.98 -1.96 -0.07 0.704
P 0.92 1.92 -0.14 0.683
C 0.92 3.46 0.81 -0.245
H 1.65 3.42 1.64 0.032
H 1.18 4.28 0.14 0.065
H -0.06 3.64 1.26 0.058
C 2.54 1.88 -0.93 -0.253
H 2.69 2.84 -1.45 0.061
H 3.34 1.74 -0.21 0.020
H 2.59 1.06 -1.66 0.046
C 0.75 -3.50 0.87 -0.268
H 0.96 -4.34 0.20 0.056
H 1.42 -3.52 1.73 0.038
H -0.28 -3.57 1.24 0.053
C 2.66 -2.05 -0.67 -0.258
H 3.39 -1.96 0.15 0.030
H 2.80 -3.01 -1.17 0.060
H 2.86 -1.24 -1.39 0.044
H -1.10 -0.13 1.08 -0.141
H 0.32 -1.27 2.57 -0.189
N 3.71 1.46 1.97 0.004
C 4.92 1.10 2.44 -0.030
C 4.87 -0.27 2.73 -0.012
C 3.56 -0.71 2.41 -0.099
N 2.80 0.35 1.91 -0.167
H 3.42 2.39 1.74 0.119
H 5.70 1.75 2.57 0.105
H 5.64 -0.87 3.12 0.097
H 3.16 -1.67 2.53 0.083
```

Output
spin multiplicity	8
expectation value of S²	16.059
F_max	6.25	eV/A
HOMO-LUMO gap (spin up / spin down)	6.8 / 6.7	eV
energy relative to the best compared isomer or geometry (same formula, charge and spin)	259.39	kJ/mol
net charge	+1
LUMO energy (spin up / spin down)	-3.0 / -3.0	eV